Below is a 19-piece molecular cluster, C57H114O57 overall in a non-equilibrium geometry, with properties calculated with ωB97M-V/def2-TZVPD.

```
228
Properties=species:S:1:pos:R:3:forces:R:3
C -3.6764 1.6479 6.8648 -0.70 0.16 1.23
O -3.2966 3.0282 6.9188 0.16 1.12 -0.20
C -4.0680 3.9591 7.5272 -2.60 0.03 0.13
O -5.1098 3.8002 8.1596 2.15 -0.35 -0.90
O -3.5959 5.1657 7.1884 1.07 -0.06 -1.30
C -4.1533 6.3931 7.6196 -0.81 0.19 2.96
H -3.0889 1.1129 6.1187 0.12 0.52 -0.01
H -4.7421 1.5408 6.6626 0.03 0.10 -0.13
H -3.4798 1.2533 7.8617 -0.03 -0.40 -0.10
H -3.7019 6.5994 8.5901 0.30 0.11 0.12
H -5.2017 6.3452 7.9139 -0.23 -0.52 -0.61
H -4.0090 7.3285 7.0790 0.52 -0.93 -1.16
C -3.5889 -4.4421 0.3548 1.14 0.51 0.36
O -4.8328 -3.9732 -0.1686 -0.17 -1.54 1.94
C -4.9212 -3.2080 -1.1832 2.03 1.52 -4.48
O -3.9592 -2.8210 -1.9042 -2.55 -0.62 1.94
O -6.2152 -3.0063 -1.4619 -0.26 -0.86 0.92
C -6.6308 -1.9977 -2.3660 1.34 1.27 0.26
H -3.5125 -4.0860 1.3822 -0.15 -0.21 -0.06
H -2.7051 -4.0563 -0.1533 -0.34 0.36 -0.34
H -3.4693 -5.5251 0.3231 -0.84 0.14 -0.05
H -7.7098 -1.8446 -2.3431 0.13 -0.78 -0.04
H -6.1949 -2.1549 -3.3526 -0.36 -0.10 -0.06
H -6.2077 -1.0821 -1.9529 -0.02 0.36 -0.40
C -0.3672 -6.5707 3.1050 0.84 0.28 0.18
O -0.3950 -5.5040 4.0876 -0.12 0.16 0.04
C -0.8739 -4.2937 3.7904 -0.73 0.26 -0.96
O -1.3793 -3.9839 2.7158 0.78 -0.07 1.93
O -0.7024 -3.5144 4.9026 1.23 -2.54 -1.31
C -1.2679 -2.2810 4.9957 -2.05 2.69 0.63
H -1.2239 -7.2411 3.1737 -0.15 0.39 0.07
H 0.5314 -7.1194 3.3871 -0.15 -0.16 0.00
H -0.1977 -6.2227 2.0860 -0.35 0.29 0.14
H -0.8458 -1.6799 5.8011 0.73 -0.54 0.15
H -2.3007 -2.3716 5.3320 -0.36 -0.16 -0.30
H -1.2570 -1.5946 4.1490 0.21 -0.63 -0.61
C -1.4169 5.6006 -1.4060 2.74 -0.35 0.02
O -2.6019 6.0519 -0.8253 -1.32 -0.72 2.28
C -2.7291 5.7712 0.5819 3.57 0.69 -0.81
O -1.8154 5.3394 1.3123 -3.16 0.82 -2.56
O -3.8441 6.2731 1.0575 -0.10 -0.40 0.87
C -4.8473 6.9533 0.3151 0.13 0.14 -1.08
H -0.6182 5.8057 -0.6933 0.19 -0.52 0.09
H -1.0283 6.0967 -2.2954 -1.20 1.00 -0.12
H -1.3569 4.5688 -1.7524 -0.74 -0.31 0.77
H -5.8021 6.5559 0.6592 0.07 0.23 -0.11
H -4.6969 6.8223 -0.7565 -0.24 -0.41 0.09
H -4.7753 8.0337 0.4406 0.03 -0.06 0.59
C 6.9953 1.6647 -3.2242 0.49 -0.07 0.89
O 5.9264 2.4237 -2.6125 0.69 0.55 -1.20
C 4.9763 1.8157 -1.9490 -2.06 2.33 1.73
O 4.8089 0.6614 -1.7576 0.04 -1.82 -0.07
O 4.1631 2.8176 -1.4073 1.64 0.05 -0.72
C 2.9798 2.5627 -0.6600 -0.73 -1.30 -0.58
H 6.7472 1.0518 -4.0907 -0.62 0.07 0.24
H 7.4517 1.0658 -2.4362 -0.09 -0.32 -0.18
H 7.7662 2.3690 -3.5372 -0.40 0.28 0.05
H 2.6176 3.4276 -0.1043 0.78 0.21 -0.19
H 3.0469 1.7012 0.0043 0.39 0.05 0.10
H 2.1845 2.3173 -1.3639 -0.12 -0.04 -0.08
C -1.9325 3.7803 -7.6261 1.63 1.90 -0.33
O -2.1363 2.9759 -6.5064 0.37 -0.41 2.21
C -1.3058 3.0820 -5.3442 2.07 2.91 -2.28
O -0.3823 3.9161 -5.1569 -3.37 -2.73 -0.72
O -1.6788 2.0979 -4.6028 -0.30 -1.42 1.17
C -1.0303 1.8823 -3.3350 1.48 0.98 0.51
H -1.6609 4.8021 -7.3608 0.18 0.11 0.50
H -2.7853 3.9715 -8.2775 -0.40 -1.07 0.37
H -1.0666 3.4369 -8.1920 -0.18 -0.31 -0.28
H -1.0063 2.8309 -2.7985 -0.70 -0.23 0.30
H 0.0384 1.6761 -3.3930 0.08 -0.21 -0.96
H -1.4047 1.0312 -2.7661 -0.78 0.42 -0.57
C 5.1319 -6.0286 -8.6684 -1.07 -1.09 0.88
O 4.1701 -5.0131 -8.3354 0.33 0.57 -0.53
C 3.9898 -4.6165 -7.0759 1.19 -1.79 0.97
O 4.6424 -5.0315 -6.1174 -1.14 0.91 -1.23
O 2.9375 -3.8159 -7.0593 0.55 0.19 -0.25
C 2.3052 -3.6049 -5.8186 -0.02 0.20 1.02
H 4.8728 -6.3452 -9.6787 0.58 0.66 -0.17
H 4.8699 -6.9180 -8.0951 0.11 -0.04 0.39
H 6.1782 -5.8287 -8.4376 -0.20 0.58 -0.38
H 2.9391 -3.3617 -4.9659 0.72 0.08 -0.40
H 1.8339 -4.5357 -5.5030 -0.68 0.25 -0.18
H 1.6792 -2.7228 -5.9535 -0.49 -0.49 -0.02
C 4.7370 -8.2111 3.5353 -1.52 1.23 -0.75
O 5.7947 -7.2641 3.3012 1.04 -0.71 0.71
C 5.6634 -6.0504 2.7671 -0.05 1.18 0.17
O 6.5641 -5.2377 2.7017 -1.26 -1.41 -0.16
O 4.3791 -5.8464 2.3783 -0.03 0.61 0.09
C 4.0692 -4.7018 1.5558 -0.53 -0.01 -0.55
H 4.9612 -9.0250 4.2247 0.92 0.33 -0.30
H 4.3657 -8.5672 2.5743 0.31 -0.40 0.01
H 3.8740 -7.6940 3.9546 0.05 0.16 0.21
H 3.0181 -4.4242 1.6336 -0.30 -0.84 0.38
H 4.2154 -5.0476 0.5324 0.27 0.49 -0.08
H 4.5105 -3.7269 1.7627 1.07 -0.60 0.30
C 5.0385 7.1053 -1.0964 1.91 -0.33 -1.26
O 3.7502 6.7088 -0.7442 -0.81 0.75 -0.16
C 3.4859 6.2905 0.4627 -0.90 -2.93 3.26
O 4.2416 5.9292 1.3647 -0.75 1.32 -1.93
O 2.1184 6.0790 0.5565 0.38 0.45 -0.51
C 1.5853 5.3626 1.6922 0.50 0.23 1.07
H 5.8310 6.4300 -0.7739 -0.29 -0.10 0.66
H 5.3375 8.1286 -0.8693 -0.56 0.03 0.50
H 5.1036 7.0097 -2.1802 -0.39 0.15 -0.07
H 1.9051 4.3207 1.7096 0.23 0.10 -0.09
H 0.4989 5.3738 1.7794 -0.03 0.29 -1.30
H 1.8379 5.8358 2.6411 0.74 0.01 -0.10
C -6.3128 3.9798 -1.1184 1.94 1.66 -1.83
O -5.9657 2.6435 -1.1323 0.73 -3.70 1.15
C -4.6598 2.1743 -1.1066 0.35 2.17 -1.76
O -3.6620 2.8750 -1.3042 -2.22 -1.60 1.04
O -4.7136 0.8309 -1.0565 -1.07 1.10 0.78
C -3.5295 0.1040 -1.1066 2.69 -0.99 -1.11
H -5.6557 4.5150 -0.4329 -0.61 0.20 0.31
H -7.3764 4.2178 -1.1271 0.02 -0.82 0.96
H -6.0200 4.3095 -2.1152 0.19 0.74 -0.16
H -3.4594 -0.8188 -0.5308 -0.93 0.45 0.70
H -2.6075 0.6569 -0.9266 -0.40 0.59 0.53
H -3.3356 -0.3042 -2.0985 -0.57 0.23 -0.46
C -4.2633 0.9013 2.5582 0.83 -0.37 1.40
O -3.9531 2.2662 2.9658 0.88 -1.30 -2.24
C -4.8562 3.0061 3.5560 0.90 -0.38 -0.14
O -5.8849 2.6156 3.9703 -2.83 -0.60 0.91
O -4.3468 4.1945 3.6548 0.19 2.34 -0.49
C -5.1392 5.3086 4.1217 0.48 -0.18 0.24
H -3.5520 0.5680 1.8025 0.14 0.61 -0.02
H -5.2640 0.6169 2.2328 -0.20 0.92 0.18
H -4.0112 0.3499 3.4640 -0.30 -0.56 -0.14
H -4.5156 6.1725 3.8920 0.18 -0.09 0.59
H -5.3246 5.1225 5.1796 -0.06 0.51 -0.02
H -6.0764 5.5387 3.6149 -0.12 -0.93 -0.29
C 4.0707 2.2020 3.9831 1.06 1.59 -1.39
O 3.2131 1.7814 4.9873 0.48 -2.10 0.82
C 2.1506 2.4461 5.3318 -1.60 0.80 0.34
O 1.8984 3.5907 5.0542 -0.23 -0.47 0.28
O 1.3601 1.5730 6.0433 0.02 0.17 0.07
C 0.2001 1.9849 6.7776 -0.30 1.25 0.65
H 5.0381 1.6998 3.9855 -0.41 -0.65 0.57
H 4.3501 3.2505 4.0860 -0.40 0.21 0.04
H 3.6374 2.0586 2.9932 -0.22 -0.02 0.02
H 0.3962 2.5266 7.7029 1.00 -0.05 0.12
H -0.3797 1.1374 7.1431 0.33 -0.41 -0.73
H -0.4620 2.7147 6.3118 0.10 -0.36 -0.94
C 0.7623 -8.4399 -3.6393 -1.57 -0.78 0.07
O 2.0260 -7.9180 -3.5293 1.60 0.44 -0.45
C 2.3003 -6.6263 -3.3313 -2.25 0.07 1.80
O 1.4607 -5.7525 -3.0936 1.76 -1.10 -0.93
O 3.6011 -6.6125 -3.2028 1.02 0.55 -0.59
C 4.2809 -5.4294 -2.8408 -0.30 1.66 0.76
H -0.0166 -7.6829 -3.7320 0.08 0.02 -0.17
H 0.5568 -9.0576 -2.7650 -0.07 0.12 0.23
H 0.7716 -9.1466 -4.4690 -0.18 0.30 -0.24
H 3.7583 -4.5044 -3.0844 -0.31 -0.26 -0.71
H 5.2769 -5.3599 -3.2780 -0.25 -0.56 0.03
H 4.2886 -5.3366 -1.7548 0.49 -0.51 0.18
C 3.4930 -0.2028 -4.8062 -1.24 -0.45 0.89
O 3.7015 -0.4078 -6.1779 -0.55 -0.26 -2.91
C 2.6640 -0.4008 -7.1283 -0.16 0.87 1.93
O 2.7772 -0.6850 -8.2775 0.53 -0.19 0.28
O 1.5149 0.0458 -6.5490 0.05 -0.39 0.94
C 0.3027 0.0488 -7.3108 0.50 0.85 -1.77
H 2.8435 -0.9963 -4.4364 -0.27 0.08 0.18
H 3.0004 0.7462 -4.5947 0.21 0.09 0.00
H 4.4178 -0.3266 -4.2427 0.21 0.32 -0.53
H -0.5180 0.6409 -6.9060 0.45 -0.40 1.14
H -0.0332 -0.9424 -7.6153 0.16 -0.08 0.30
H 0.5165 0.6224 -8.2127 0.13 -0.34 -0.45
C -0.4916 2.4164 2.4011 -1.54 0.46 0.98
O 0.2521 1.8938 1.3176 0.25 -1.34 -0.95
C 0.0147 0.5775 0.9666 -2.22 0.05 3.20
O -0.7067 -0.1725 1.6603 1.95 1.51 -1.99
O 0.6030 0.3217 -0.1694 0.46 1.73 0.36
C 0.8019 -0.9642 -0.6466 -0.40 -2.11 -0.40
H -0.3123 3.4733 2.5985 1.00 -0.18 -0.47
H -0.3889 1.8834 3.3464 0.44 -0.32 -0.19
H -1.5636 2.4711 2.2120 -0.11 -0.57 -0.44
H 1.8382 -1.2909 -0.5601 0.22 0.55 -0.16
H 0.4528 -0.9836 -1.6790 0.31 -0.05 0.02
H 0.2458 -1.7192 -0.0909 -0.36 0.23 0.20
C 1.6751 -1.5520 4.0151 -0.52 -1.44 -1.16
O 2.4607 -1.0747 2.9034 -0.58 1.02 0.75
C 3.7545 -1.1701 2.9910 2.25 -0.24 1.06
O 4.4231 -1.6699 3.8802 -0.87 0.30 -0.70
O 4.2686 -0.6105 1.9016 -0.78 0.29 -0.53
C 5.6469 -0.6964 1.6892 1.54 0.05 0.07
H 1.2566 -0.8599 4.7457 0.55 0.73 -0.53
H 2.2058 -2.3390 4.5509 0.02 0.03 -0.15
H 0.9045 -1.9529 3.3566 -0.71 -0.37 1.05
H 6.0530 -1.6869 1.8947 -0.28 -0.23 -0.35
H 6.2438 -0.0594 2.3418 -0.38 0.34 0.31
H 5.8367 -0.3500 0.6733 -0.18 -0.34 -0.02
C -3.1309 9.9160 4.2690 -0.52 -1.83 -0.46
O -1.7774 9.6530 4.4735 3.05 -0.03 0.70
C -1.2616 8.4161 4.5936 5.11 -1.42 2.24
O -0.0026 8.2052 4.8583 -5.86 1.49 -1.69
O -2.1491 7.4106 4.5895 -0.88 3.28 0.12
C -1.7503 6.0878 4.6203 0.52 -2.25 -0.60
H -3.6193 9.3773 5.0810 -0.88 0.14 -0.40
H -3.2373 9.4556 3.2867 -1.49 0.18 -0.03
H -3.4109 10.9694 4.2598 0.72 -0.06 0.12
H -1.9084 5.7489 3.5965 0.43 -0.46 0.05
H -2.4072 5.4916 5.2537 -0.14 0.46 0.09
H -0.7318 5.9087 4.9647 0.05 0.45 -0.19
C 2.4173 -8.4525 -0.2439 0.78 -1.91 -0.25
O 1.0614 -8.1498 -0.1862 -1.90 0.56 0.34
C 0.1208 -9.1272 -0.0324 1.23 -1.38 -1.02
O 0.2734 -10.3367 -0.1973 -0.02 2.89 0.66
O -1.0330 -8.5720 0.3142 -0.90 -0.60 0.36
C -1.5575 -7.3954 -0.2788 0.06 0.53 -0.95
H 2.5030 -9.3869 -0.7985 0.41 0.03 -0.26
H 2.7792 -8.6915 0.7561 0.19 0.40 0.09
H 2.9953 -7.6721 -0.7389 -0.36 0.09 0.20
H -2.5802 -7.2445 0.0669 0.40 -0.21 0.53
H -1.6769 -7.5010 -1.3571 0.25 -0.36 -0.18
H -0.9311 -6.5130 -0.1478 -0.02 -0.06 0.42
C -2.9718 -1.3109 -5.8936 -1.20 -1.23 -0.69
O -1.8156 -0.9084 -5.2481 2.10 0.43 1.62
C -1.0332 -1.6947 -4.4498 1.11 0.87 0.22
O -0.0467 -1.2223 -3.8692 -2.44 -1.09 -1.21
O -1.4198 -2.9756 -4.4451 -0.23 0.78 -0.45
C -1.0441 -3.8180 -3.3613 0.50 -0.40 0.79
H -2.7290 -1.7361 -6.8674 0.07 -0.29 -0.01
H -3.6343 -0.4734 -6.1126 0.39 0.36 0.44
H -3.5239 -2.0392 -5.2996 -0.01 -0.07 -0.08
H -0.0244 -3.6792 -3.0023 0.01 0.41 -0.30
H -1.0812 -4.8552 -3.6942 -0.29 0.22 -0.20
H -1.7366 -3.6446 -2.5376 -0.09 -0.07 -0.07
```
Forces are in eV/Å.

Output
- DFT total energy (a.u.) = -6528.74824
- charge = 0
- M (g/mol) = 1711.5
- E_HOMO (eV) = -10.1463
- energy relative to the best compared isomer or geometry (same formula, charge and spin) (kJ/mol) = 446.4
- gap between HOMO and LUMO (eV) = 1.01

Mulliken population analysis, charges in e, atoms 1 to 99: -0.627, -0.002, 0.569, -0.624, -0.241, -0.798, 0.011, 0.404, 0.370, 0.380, 0.378, 0.170, -0.091, -0.394, 0.787, -0.402, -0.435, -0.182, 0.316, 0.125, 0.047, 0.295, 0.232, -0.108, -0.496, -0.393, 0.667, -0.395, -0.353, -0.731, 0.350, 0.297, 0.134, 0.347, 0.442, 0.239, -0.885, -0.391, 0.498, -0.271, -0.026, -1.011, 0.176, 0.386, 0.157, 0.360, 0.380, 0.231, -0.659, -0.334, 0.729, -0.499, -0.354, 0.822, 0.239, 0.330, 0.250, -0.565, 0.041, 0.086, -0.790, -0.301, 0.702, -0.641, -0.002, 0.862, 0.311, 0.295, 0.285, -0.607, 0.361, -0.184, -0.711, -0.343, 0.766, -0.581, -0.319, 0.126, 0.273, 0.311, 0.291, -0.039, 0.397, -0.232, -0.385, -0.353, 0.671, -0.563, -0.186, -0.024, 0.305, 0.114, 0.209, 0.165, -0.005, 0.083, -0.758, -0.270, 0.779